Computed, not measured: C4H7NO in the gas phase at a distorted geometry, with ωB97M-V/def2-TZVPD.

Each atom is followed by the atoms it is bonded to, with distances in Å.
Atoms and positions in Å:
1 C -0.21 -0.83 1.71  O2 1.439, H7 1.093, H8 1.097, H9 1.094
2 O -0.42 -1.02 0.30  C1 1.439, C3 1.669, H12 1.162
3 C 0.61 -0.17 -0.71  O2 1.669, C4 1.456, H10 1.091, H11 1.090
4 C -0.37 0.81 -1.16  C3 1.456, C5 1.432, H13 1.087
5 C -0.31 2.15 -0.65  C4 1.432, N6 1.162
6 N -0.28 3.22 -0.21  C5 1.162
7 H 0.69 -1.37 2.01  C1 1.093
8 H -0.10 0.24 1.94  C1 1.097
9 H -1.07 -1.24 2.25  C1 1.094
10 H 1.41 0.15 -0.05  C3 1.091
11 H 0.91 -0.94 -1.42  C3 1.090
12 H -1.07 -0.18 -0.18  O2 1.162
13 H -0.75 0.72 -2.18  C4 1.087

Calculated values
LUMO level ... 0.025 Ha
DFT total energy ... -7795.5349 eV
HOMO ... -8.64 eV